# 1
C30H44FeN2O5P2S2 | the ωB97M-V functional and the def2-TZVPD basis

```
86
Properties=species:S:1:pos:R:3:mulliken_charge:R:1
Fe -0.50877 -0.63677 1.46666 0.4666
S 1.05302 -0.32743 6.55829 0.7955
S -0.34610 0.03288 3.80689 -0.0550
P 2.09500 -0.32518 1.37890 0.8001
P -2.95998 -0.02391 0.85695 0.9030
O 1.94789 -1.42893 6.84639 -0.5168
O -1.30356 -4.17955 3.17311 -0.6892
O 0.29694 -1.07282 4.70777 -0.5633
O -0.07219 -1.97868 -0.57118 -0.6033
O -0.15400 -0.29002 7.35342 -0.5237
N -0.64355 -2.77453 1.46312 0.7915
N -0.31816 1.34153 0.89371 0.9271
C -3.51168 1.55445 3.08321 -1.2246
C -1.63896 3.47700 -1.83011 -0.9244
C 2.97335 2.22954 2.32802 -0.7913
C -3.32548 1.95376 -1.15517 -0.0386
C 1.95596 1.46053 1.76713 0.1084
C -4.03309 -1.04043 -0.26779 0.6038
C -3.16590 -1.75599 -1.30106 -1.6403
C -1.17534 1.91214 -0.01931 -0.5740
C 0.57395 3.43824 1.76469 0.0190
C -4.20303 0.65740 2.06293 0.2921
C 2.82568 3.57749 2.62306 0.2051
C -5.37710 1.39140 1.41861 -1.7035
C -0.23625 -2.93901 0.18935 0.2901
C -4.87409 -2.04637 0.51274 -1.8087
C -0.78404 2.95846 -0.88459 -0.2484
C 0.72228 2.07996 1.43842 -0.7369
C 3.93875 4.35334 3.27368 -1.6458
C 3.27834 -2.62944 2.31612 -1.5854
C 3.27386 -0.30267 -0.07258 0.5135
C 4.01196 -0.60917 3.62342 -1.7051
C -0.02038 -4.39950 -0.16751 -0.8269
C -0.84679 -3.99072 2.07114 -0.2376
C -2.48840 1.40196 -0.18639 0.1000
C 2.89035 -1.22998 2.79512 1.5784
C 4.74237 -0.02931 0.24154 -1.3671
C -0.42464 -5.12022 1.11247 -0.4037
C -3.85581 3.54364 -3.04171 -1.7448
C -2.93729 2.99188 -1.98595 0.2794
C 1.59701 4.16312 2.33934 -1.0308
C 3.12671 -1.54852 -0.94766 -1.2266
H -0.37506 3.92049 1.57017 0.5152
H 3.92130 1.76210 2.55592 0.5100
H 0.38620 -5.68136 1.57691 0.2928
H -5.41669 -2.68917 -0.18494 0.4828
H 2.04314 -1.36617 3.47394 -0.2119
H -5.90563 0.77496 0.68887 0.3061
H -3.00604 2.38813 2.58729 0.1503
H 2.89081 0.55021 -0.64620 0.4378
H -1.28566 4.27303 -2.47798 0.3572
H 5.29391 0.14846 -0.68582 0.4643
H -4.33009 1.56305 -1.26845 0.1766
H -2.76759 1.01263 3.66292 0.1371
H 0.22135 3.34920 -0.80836 0.5304
H -6.09464 1.69264 2.18542 0.4935
H -5.03293 2.29532 0.91464 0.3420
H 1.02404 -4.54241 -0.45001 0.2459
H -1.26444 -5.80316 0.98691 0.2989
H 3.70344 0.33871 4.05987 0.4352
H 3.48820 -2.43921 -0.43228 0.1995
H -4.23741 -2.68701 1.12824 0.2966
H -2.46821 -1.07851 -1.79421 0.3505
H -4.70240 -0.36214 -0.80426 0.4459
H -4.89985 3.34446 -2.79555 0.3557
H 4.01990 4.11075 4.33598 0.2933
H 3.76877 5.42741 3.19161 0.3887
H 3.45920 -3.27114 3.18047 0.4638
H -3.73723 4.62358 -3.14631 0.3926
H -4.24740 1.97312 3.77352 0.5184
H 4.92798 -0.45474 3.04922 0.1895
H 4.87566 0.84390 0.87866 0.2302
H -5.60548 -1.56979 1.16517 0.3324
H 4.23984 -1.27864 4.45614 0.4683
H 5.20200 -0.88799 0.73784 0.2011
H -3.80000 -2.22119 -2.06050 0.5494
H 3.72452 -1.43498 -1.85661 0.5177
H -2.57817 -2.53943 -0.82585 0.1519
H 1.43310 5.20763 2.58309 0.3301
H 2.47855 -3.08249 1.72534 0.1889
H 2.08659 -1.71301 -1.22301 0.0891
H -4.58142 -0.23422 2.57652 0.5841
H 4.18906 -2.61695 1.71023 0.2195
H 4.90259 4.12973 2.81229 0.3461
H -0.62980 -4.65458 -1.03558 0.3587
H -3.65663 3.09643 -4.01954 0.3161
```

Output
<S²>   8.77
Energy   -4398.22154 Eh
HOMO-LUMO gap (spin up / spin down)   6.9091 / 6.7086 eV
HOMO (spin up / spin down)   -4.37 / -4.43 eV
2S+1   6
Net charge   -1
Lowest unoccupied orbital energy (spin up / spin down)   0.0932 / 0.0838 hartree
Energy relative to the best compared isomer or geometry (same formula, charge and spin)   22.8 kJ/mol



# 2
C30H44I2N5O3S | the ωB97M-V functional and the def2-TZVPD basis

```
85
Properties=species:S:1:pos:R:3:mulliken_charge:R:1
I -1.03736 -3.79608 2.52195 0.1153
I -1.80260 2.55644 -2.92108 0.0008
S -0.56163 1.78533 2.27827 -0.0909
O 0.63005 -1.66923 3.54990 -0.3791
O -3.30236 -2.85550 -0.31072 -0.5404
O 3.91180 -0.90419 0.88228 -0.5104
N 1.70587 -1.68496 0.54048 1.2249
N 1.68871 -0.65185 -2.73175 -0.4287
N 2.89739 -2.49292 -3.62672 -0.7585
N 0.55076 -2.31298 -3.96635 -0.3903
N -4.92850 -1.27001 -0.15166 -0.2889
C -4.83996 1.85992 1.85302 -0.4291
C 5.07730 0.49020 -0.73766 -0.3885
C -0.03181 1.16415 -0.89638 -1.3509
C -0.57091 3.64100 -0.39425 -1.1841
C 0.61993 -2.46882 2.69349 -0.3254
C 1.24507 -0.27684 0.79821 -1.8522
C 1.33715 -2.92333 -1.72263 -2.4411
C 4.50686 2.71393 0.85643 -0.6428
C 0.72066 -2.30027 -0.45821 -0.1806
C 5.48445 1.76317 -1.11525 -0.6693
C -4.97839 0.13406 0.18241 -0.0756
C -1.07081 0.31916 1.34217 -0.8246
C -1.31565 1.55790 3.90829 -0.4300
C -5.01867 2.83711 0.88051 -0.6728
C -5.19063 1.11736 -0.78767 -0.1822
C 3.11159 -1.60408 -0.00010 -0.3654
C 1.59912 -2.07307 -2.99914 0.4089
C -0.35670 0.99609 4.96091 -1.0688
C -4.82110 0.50778 1.51292 -0.1110
C -5.20953 2.46685 -0.45119 -0.6954
C -3.64730 -1.74897 -0.59983 -0.0889
C 4.36976 0.33978 0.44182 0.6322
C 5.19970 2.88085 -0.33810 -0.6500
C -0.14244 0.05003 0.15105 2.8140
C -1.38423 -1.42986 -1.70615 -1.4030
C 4.09270 1.44419 1.23797 -0.2184
C -2.78507 -0.87906 -1.48307 0.3109
C 1.79556 -2.57954 1.72593 -0.0484
C -0.49309 -1.34921 -0.48097 0.6001
C -1.10634 2.28335 -0.86279 -0.2328
H 2.65463 -0.35216 -2.71860 0.0930
H -4.71219 2.18178 2.87346 0.4582
H -2.09072 0.45794 0.99627 -0.4202
H 1.93058 0.45470 0.38751 0.0192
H 0.28002 -3.16806 0.01764 0.0809
H 1.25838 -0.10858 -3.46884 0.4658
H 0.93048 1.66658 -0.84427 0.5304
H 3.54466 1.30761 2.15728 0.4728
H -0.37509 4.31034 -1.22092 0.4160
H -1.59433 2.56181 4.21223 0.5473
H 3.10391 -1.16205 -0.98723 -0.2036
H -5.32445 0.79512 -1.81069 0.3605
H -1.13410 -1.76520 0.29846 0.3112
H -1.46861 -2.47571 -1.98347 0.5500
H 1.88498 -3.60981 1.40383 0.5685
H 4.26426 3.53792 1.50422 0.4598
H -4.67505 -0.23486 2.28240 0.5521
H -0.46407 -0.07761 5.05739 0.2122
H -0.52499 1.47709 5.91790 0.4238
H 0.37266 3.52202 0.12859 0.3609
H 1.32248 -0.10378 1.86636 0.5293
H -5.02266 3.88519 1.12996 0.4469
H -5.36682 3.19269 -1.23095 0.4700
H 0.64180 -3.70852 -2.00445 0.7047
H -1.25457 4.13440 0.28798 0.3170
H 5.50394 3.86869 -0.63749 0.4458
H -0.05382 0.71955 -1.87350 0.0202
H 5.30850 -0.36619 -1.35455 0.5835
H 3.48021 -2.62284 -0.08408 0.3710
H -3.26610 -0.82848 -2.45890 0.6648
H -2.23703 0.98941 3.85588 0.2218
H -2.01125 2.01204 -0.33992 -0.0584
H 2.25825 -3.44322 -1.49246 0.4425
H 3.69221 -2.21310 -3.05958 0.2322
H 2.93127 -3.50175 -3.72310 0.2943
H 6.02493 1.90750 -2.03672 0.4254
H -1.09480 -0.53504 2.01089 0.7888
H 0.67386 1.18518 4.68150 0.2292
H -0.97443 -0.91192 -2.56529 0.4334
H -2.74165 0.13425 -1.10559 -0.6234
H 0.64454 -3.24347 -4.35281 0.3691
H 0.67033 -1.67508 -4.74274 0.2985
H -5.61387 -1.47074 -0.87281 0.4131
H 2.67438 -2.36148 2.32289 0.5330
```

Output
Energy   -2662.35647 Eh
HOMO-LUMO gap   8.2400 eV
SMILES   CCSC[C@@]1(C[C@@H](C)I)C[N@@+](COc2ccccc2)(CC(=O)I)[C@H](CC(N)(N)N)[C@@H]1CCC(=O)Nc1ccccc1
HOMO   -11.04 eV
Net charge   +1
Lowest unoccupied orbital energy   -0.1030 hartree



# 3
C30H44IrN6OTe | the ωB97M-V functional and the def2-TZVPD basis

```
83
Properties=species:S:1:pos:R:3:mulliken_charge:R:1
Ir 0.05480 0.47644 1.08835 1.0086
Te 3.08864 -3.19271 -0.89288 0.6970
O -3.77820 1.70558 0.99928 -0.6683
N -0.58705 -0.11102 3.09863 -0.4918
N -5.95393 1.00504 0.89019 0.1683
N -0.27069 0.55626 -0.95569 -0.0317
N 0.31409 2.41163 2.26470 -0.2954
N 2.04533 0.16850 2.12350 -0.2038
N -5.42286 3.24904 0.51518 0.3390
C -1.22562 1.09681 3.70066 -0.5562
C 1.77884 2.65313 2.26524 -0.9161
C 1.78415 -0.94108 3.07618 -0.7808
C 5.37088 -1.39071 -0.07913 -0.2031
C -7.69909 2.69584 1.21924 -0.6852
C -0.64217 0.68416 -3.73056 0.9701
C -6.82157 3.63932 0.43004 -0.5075
C -4.97056 1.91234 0.82827 0.4824
C -7.39704 1.28661 0.77142 -0.5879
C -5.58388 -0.38708 1.12631 -1.0286
C 0.54323 -0.66309 3.91624 -0.7010
C 0.08268 1.65424 -1.65606 -0.2272
C 6.02795 -0.56734 -2.66274 -0.6033
C 3.32596 -6.81257 -3.16154 -0.6210
C 6.73821 -0.08795 -1.56889 -0.4600
C 3.77995 -4.76988 -1.99032 0.5541
C 5.61477 -6.04622 -2.86021 -0.7068
C 4.66534 -1.86654 -1.18431 -0.1518
C -0.07942 1.74628 -3.01759 -0.8350
C -4.43452 4.27099 0.29704 -0.9101
C 6.41520 -0.49942 -0.28105 -0.6898
C -0.81948 0.74486 -5.21136 -1.3809
C -0.27993 2.28418 3.62590 -0.6631
C -1.01598 -0.44127 -2.99108 -0.8029
C 4.70041 -6.97963 -3.35089 -0.3912
C 2.85650 -5.71658 -2.47369 -0.5321
C -0.81833 -0.47521 -1.63075 -0.3445
C 2.53266 1.42687 2.76570 -0.5653
C 4.98551 -1.46472 -2.48012 -0.2945
C 5.16549 -4.93095 -2.18720 -0.0879
H -5.62475 -0.60384 2.19569 0.3506
H -4.44025 4.94273 1.16466 0.3947
H 1.79298 -5.59098 -2.31332 0.3428
H 0.51022 2.47348 -1.09147 0.5007
H -1.10358 -1.33906 -1.04450 0.5660
H 2.74046 -0.14319 1.45207 0.1603
H -1.46934 -1.29382 -3.47910 0.4873
H 0.22918 -1.58506 4.40381 0.4743
H -0.81530 3.19441 3.89407 0.5625
H -1.63387 0.10502 -5.54478 0.3977
H 2.63714 -1.10031 3.74035 0.4332
H -2.13149 1.29306 3.12420 0.1187
H -0.99847 1.76364 -5.54999 0.4056
H 7.56265 0.59537 -1.72277 0.4477
H -6.89479 4.68285 0.74009 0.4550
H 0.09454 0.39700 -5.70025 0.3073
H -7.51998 2.81343 2.28964 0.3244
H 0.76301 0.04604 4.71256 0.3050
H -8.74490 2.93423 1.03165 0.3673
H -7.69733 1.12366 -0.26839 0.3108
H 2.03946 3.51551 2.88358 0.4249
H -1.50536 0.90728 4.73913 0.4821
H -7.91624 0.55365 1.38555 0.4839
H -0.14358 3.17455 1.77885 0.3290
H 0.52723 2.18467 4.34956 0.2669
H 3.59594 1.55936 2.56770 0.5232
H -7.07834 3.61144 -0.64220 0.3229
H 1.64505 -1.84649 2.48413 0.4578
H -1.30436 -0.82677 3.02686 0.4321
H 5.15832 -1.75500 0.92014 0.6072
H 2.63413 -7.54660 -3.55087 0.4129
H 4.45470 -1.86001 -3.33725 0.4859
H 6.99684 -0.14951 0.56145 0.4622
H 2.43352 1.32182 3.84521 0.3421
H 6.29800 -0.25648 -3.66304 0.4350
H 2.07201 2.88371 1.23912 0.3893
H -4.58077 -0.56646 0.75295 0.2716
H -3.45732 3.82143 0.17440 0.2533
H 5.06147 -7.84906 -3.88461 0.4316
H 5.86894 -4.20021 -1.81130 0.4411
H -4.73211 4.86551 -0.56971 0.3945
H 0.22686 2.65130 -3.52531 0.4954
H -6.29610 -1.02686 0.61017 0.4290
H 6.67538 -6.19954 -3.00476 0.4192
```

Output
<S²>   8.79
Energy   -1944.20393 Eh
HOMO-LUMO gap (spin up / spin down)   8.5342 / 5.2594 eV
HOMO (spin up / spin down)   -17.66 / -18.07 eV
2S+1   6
Net charge   +4
Lowest unoccupied orbital energy (spin up / spin down)   -0.3354 / -0.4708 hartree
Energy relative to the best compared isomer or geometry (same formula, charge and spin)   31.8 kJ/mol



# 4
C30H45F5OP2Pb | the ωB97M-V functional and the def2-TZVPD basis

```
84
Properties=species:S:1:pos:R:3:mulliken_charge:R:1
Pb -0.36067 0.12515 -2.35803 -0.0876
P 0.94458 -2.64922 -0.42572 0.9260
P 1.77518 2.09213 0.66247 0.9323
F 0.28675 1.66614 5.15384 -0.2589
F 2.21750 -3.12740 6.99054 -0.2580
F 0.95170 1.38858 7.75995 -0.2470
F 1.60352 -2.86470 4.36195 -0.2510
F 1.89112 -1.00981 8.70121 -0.2316
O 0.68020 -0.43388 3.40383 -0.2384
C 0.78447 0.48384 5.58623 0.2710
C 0.58919 1.76340 -3.58937 0.1302
C 1.75531 -1.94301 6.52118 -0.1615
C -0.08287 -1.47813 -4.07163 -0.4027
C 1.17646 -1.22353 -4.86920 -0.9915
C 1.26796 -3.04368 1.32491 -1.1285
C -1.24662 -0.67228 -4.26159 0.2072
C -2.59744 1.78575 0.33246 0.1608
C 1.32836 2.86861 2.24863 -0.5895
C -2.52653 -1.44388 2.19065 -1.1705
C 3.42854 1.38833 1.00836 -1.2216
C -2.38493 3.24327 0.16450 -1.5649
C -1.19722 0.55174 -5.17697 -1.2545
C -3.06082 0.89362 -0.67564 0.3123
C -3.43759 1.28737 -2.05578 -0.9346
C -3.46335 -1.65881 -0.85275 -1.0847
C 2.17446 3.53862 -0.40286 -1.2773
C -0.16344 -4.01617 -0.97152 -1.2350
C -2.39072 1.03098 1.51291 0.7132
C 1.58758 -0.86954 7.39720 0.6876
C -1.99385 1.52769 2.85005 -0.7860
C 2.13413 -0.10104 -4.41052 -1.0007
C 1.10727 0.35032 6.91658 -0.0853
C 2.51192 -3.08367 -1.28897 -1.2276
C 1.44483 -1.80562 5.18989 0.0424
C -2.64849 -0.33411 1.21725 0.5364
C 1.66766 0.86626 -3.36000 -0.2219
C 0.95512 -0.57027 4.62867 0.6266
C -3.07426 -0.42366 -0.13714 0.6010
C -0.22235 1.73276 -4.87525 -0.8882
H 4.13234 2.13426 1.40273 0.3895
H 2.45079 0.44380 -5.31760 0.3294
H -3.57096 0.41104 -2.70560 0.2356
H -2.77585 1.30649 3.59375 0.3859
H -3.07362 -2.54813 -0.34436 0.2787
H -1.70558 -1.24923 2.90222 0.0588
H -1.07588 1.02058 3.18691 -0.2593
H -3.45788 -1.57248 2.77207 0.3396
H 0.40182 3.44584 2.12548 0.2136
H -1.00616 0.24794 -6.21990 0.5161
H -2.00551 3.48031 -0.83843 0.2298
H -2.24726 -1.12850 -4.10587 0.7088
H -0.74821 -3.64186 -1.82877 0.1854
H 0.93895 -1.03426 -5.92837 0.3557
H 0.40406 -4.90599 -1.28773 0.4316
H -0.20166 -2.52175 -3.73020 0.4725
H -1.83112 2.60719 2.84001 0.4673
H 2.36711 -2.99075 -2.37505 0.2732
H 1.25199 4.11598 -0.56944 0.3069
H 1.12542 2.08239 2.98513 -0.2740
H 3.82613 0.95964 0.07932 0.3270
H -4.55867 -1.75290 -0.89492 0.3065
H 2.93395 4.19277 0.04853 0.4381
H 0.63332 2.73240 -3.06969 0.5549
H 3.06184 -0.56359 -4.04399 0.4766
H 3.28233 -2.35678 -0.98120 0.3584
H 0.43327 1.84505 -5.75309 0.3850
H -3.09753 -1.66943 -1.88870 0.0280
H 1.92367 -2.26367 1.73947 0.2223
H -4.38113 1.85727 -2.07308 0.4982
H 1.71570 -4.03083 1.47424 0.5310
H -2.67411 1.93996 -2.52038 0.1841
H 2.51992 3.18448 -1.38204 0.3054
H 1.77127 -2.14950 -4.87713 0.5205
H 2.84362 -4.10362 -1.04062 0.4395
H -0.82062 2.65350 -4.86393 0.4288
H -1.66284 3.61836 0.89993 0.2859
H 0.31560 -2.97555 1.87640 0.2449
H -0.85740 -4.28383 -0.16784 0.4296
H -2.31599 -2.39921 1.68585 0.2763
H 3.30699 0.57120 1.73225 0.2279
H -2.21306 0.97503 -5.18333 0.4115
H -3.32320 3.79806 0.30289 0.3492
H 2.43785 1.15724 -2.63087 0.2726
H 2.11361 3.52890 2.63466 0.5045
```

Output
Energy   -2619.41799 Eh
HOMO-LUMO gap (spin up / spin down)   3.0765 / 3.1293 eV
HOMO (spin up / spin down)   -11.88 / -11.84 eV
Net charge   +2
Lowest unoccupied orbital energy (spin up / spin down)   -0.3235 / -0.3202 hartree